No. 1
Density functional theory data (wB97M-V/def2-TZVPD) for an isolated ion of composition C5H8N and charge +1 at a distorted geometry.

Structure (XYZ):
```
14
Properties=species:S:1:pos:R:3:forces:R:3:lowdin_charge:R:1
C 1.8301 0.0475 0.1390 -1.1 0.2 0.4 -0.11
C -0.4953 0.5364 0.8080 4.1 2.7 -1.5 -0.10
C 0.5076 -0.4433 0.3213 0.8 0.5 0.0 -0.06
C 0.4448 -1.8058 -0.2011 -4.1 -0.7 1.4 0.03
C -1.0688 1.3938 -0.3869 0.5 -1.8 -0.2 0.00
N 2.8610 0.4577 -0.1406 1.1 0.4 -0.2 0.31
H -1.2844 0.1428 1.2508 -3.5 -2.3 2.1 0.07
H -0.0486 1.3784 1.4836 -0.3 -1.9 -1.1 0.19
H -0.4398 -2.4398 0.1954 1.3 1.1 0.1 0.16
H 1.3181 -2.4034 -0.2044 1.0 -0.1 -0.4 0.11
H -0.0520 -1.6695 -1.1701 0.5 0.2 -0.7 0.15
H -0.3753 1.9131 -0.9419 2.2 1.9 -0.2 0.07
H -1.7549 2.0141 0.0877 -1.3 1.1 0.4 0.08
H -1.4426 0.8780 -1.2406 -1.3 -1.3 0.0 0.09
```
Forces are in eV/Å.

Results
**Energy above the lowest of the compared OMol25 structures with the same formula, charge and spin**: 94.3 kcal per mole
**Net charge**: +1
**E_HOMO**: -0.639 Ha
**Gap between HOMO and LUMO**: 0.3503 Ha
**Lowest unoccupied orbital energy**: -7.864 eV


No. 2
Density functional theory data (wB97M-V/def2-TZVPD) for a 2-piece molecular cluster, C15H38N3O3P overall at a distorted geometry.

Structure (XYZ):
```
60
Properties=species:S:1:pos:R:3:forces:R:3:lowdin_charge:R:1
C 0.5397 0.8636 0.6480 -0.6 -0.3 -0.9 -0.14
C 0.6620 1.8157 -0.7207 0.2 0.5 0.9 -0.25
C 2.0420 1.4906 -1.5857 -0.8 0.4 -0.9 -0.22
C 2.2514 -0.0966 -1.9373 0.5 -0.2 -0.9 -0.22
C 3.8332 -0.5485 -2.1230 -0.2 -0.6 0.0 -0.17
C 4.6579 -0.6923 -0.7108 0.6 -0.7 -0.3 -0.21
O 6.0227 -0.0927 -0.8567 -0.2 -1.7 1.4 -0.23
C 6.9641 -0.7632 0.0998 -0.1 1.4 0.6 -0.15
C 8.0776 0.3253 0.6973 0.6 -1.3 0.3 -0.18
O 8.8406 1.0027 -0.3794 -0.6 0.7 2.5 -0.25
C 9.6838 2.0703 0.1807 1.1 0.8 -0.6 -0.14
H 1.5935 0.5536 1.0774 -2.1 0.6 -1.0 0.07
H -0.0663 1.3842 1.5110 1.2 -1.0 -1.8 0.07
H -0.0743 -0.0935 0.2863 1.5 1.9 1.2 0.06
H -0.3231 1.7076 -1.3867 2.3 0.0 1.4 0.10
H 0.6498 2.9535 -0.3612 0.3 -2.4 -0.9 0.10
H 3.0094 1.9688 -1.1206 -2.0 -1.1 -0.6 0.11
H 1.8842 2.0435 -2.6313 0.5 -1.1 2.2 0.11
H 1.7708 -0.8459 -1.1781 0.8 1.6 -1.2 0.11
H 1.7390 -0.2955 -2.9934 1.0 0.3 2.3 0.12
H 4.4276 0.1453 -2.8768 -1.3 -1.3 1.8 0.13
H 3.7987 -1.6411 -2.6023 0.2 2.4 0.9 0.12
H 4.1359 -0.2087 0.2200 0.8 -0.8 -1.8 0.13
H 4.8498 -1.8426 -0.4869 -0.8 2.3 -0.4 0.13
H 7.5432 -1.6565 -0.3863 -1.3 1.6 0.8 0.13
H 6.2764 -1.1030 1.0060 1.9 0.4 -1.6 0.13
H 8.8851 -0.3073 1.3073 -1.8 1.1 -1.1 0.14
H 7.6068 1.0697 1.4680 0.6 -1.1 -1.7 0.13
H 9.7966 2.8901 -0.6772 -0.3 -1.8 1.9 0.11
H 10.7879 1.6994 0.4399 -2.4 0.5 -0.5 0.10
H 9.2661 2.5786 1.1489 0.4 -1.0 -1.9 0.09
O -2.7690 -1.3454 1.1842 -0.5 -4.0 -0.9 -0.31
P -4.2138 -1.3995 0.6302 -0.2 7.2 0.9 0.76
N -3.8945 -0.2842 -0.6133 0.3 0.6 -2.5 -0.37
C -3.9255 1.1600 -0.5275 -0.3 0.1 0.2 -0.13
C -2.8900 -0.7163 -1.5872 0.1 -0.3 0.3 -0.14
N -4.8847 -0.7039 2.0410 -0.6 -0.8 2.0 -0.35
C -5.2781 0.6796 2.2046 -0.7 -0.1 -0.4 -0.13
C -4.3435 -1.2050 3.3105 0.4 -0.2 -0.2 -0.15
N -5.8748 -1.4618 -0.0067 0.5 -1.7 0.8 -0.29
C -6.3907 -0.9446 -1.2610 0.3 -0.6 -1.0 -0.11
C -6.9086 -2.1140 0.7896 0.1 -0.7 0.2 -0.14
H -3.9174 1.6096 -1.5280 0.3 -0.3 0.0 0.08
H -3.0788 1.5611 0.0443 0.0 0.2 0.0 0.08
H -4.8569 1.5283 -0.1134 0.0 0.0 0.3 0.05
H -3.2051 -1.6594 -2.0457 0.1 -0.1 0.0 0.07
H -1.9084 -0.8652 -1.1258 0.1 -0.1 0.0 0.06
H -2.7656 -0.0010 -2.4094 -0.3 0.0 0.3 0.08
H -4.4201 1.3550 2.1554 0.0 0.2 -0.1 0.08
H -5.7664 0.8453 3.1720 0.1 -0.3 0.0 0.08
H -6.0304 0.9619 1.4657 0.2 0.1 -0.1 0.07
H -3.4108 -0.6949 3.5829 0.0 -0.1 0.0 0.08
H -4.1419 -2.2805 3.2473 0.1 0.3 0.0 0.07
H -5.0598 -1.0748 4.1294 -0.1 0.2 -0.2 0.08
H -6.6228 0.1214 -1.1782 0.2 0.0 0.1 0.09
H -7.3151 -1.4492 -1.5674 0.1 -0.1 0.3 0.08
H -5.6987 -1.1033 -2.0931 0.0 0.3 0.2 0.08
H -7.5461 -1.3707 1.2778 0.0 0.0 0.0 0.09
H -6.4724 -2.7549 1.5639 -0.1 0.3 -0.1 0.08
H -7.5422 -2.7688 0.1818 0.1 0.1 -0.1 0.08
```
Forces are in eV/Å.

Results
**SMILES**: CN(C)P(=O)(N(C)C)N(C)C.CCCCCCOCCOC
**E_HOMO**: -0.292 Ha
**Gap between HOMO and LUMO**: 0.2611 Ha
**Lowest unoccupied orbital energy**: -0.842 eV


No. 3
Density functional theory data (wB97M-V/def2-TZVPD) for BrClFN as an isolated structure at a distorted geometry.

Structure (XYZ):
```
4
Properties=species:S:1:pos:R:3:forces:R:3:lowdin_charge:R:1
N 0.5682 -0.0457 -0.0469 1.3 0.3 -0.3 -0.45
F -0.0252 1.0722 0.3918 -0.3 0.6 0.3 -0.17
Cl -0.4531 -1.2842 0.2550 -0.8 -0.9 0.2 0.57
Br -1.9106 -0.2047 -2.1013 -0.2 0.0 -0.2 0.04
```
Forces are in eV/Å.

Results
**Energy above the lowest of the compared OMol25 structures with the same formula, charge and spin**: 26.9 kcal per mole
**E_HOMO (alpha / beta)**: -0.389 / -0.411 Ha
**Gap between HOMO and LUMO (alpha / beta)**: 0.2658 / 0.3575 Ha
**Lowest unoccupied orbital energy (alpha / beta)**: -3.359 / -1.449 eV


No. 4
Density functional theory data (wB97M-V/def2-TZVPD) for a 2-piece molecular cluster, C17H31FNO6 overall at a distorted geometry.

Structure (XYZ):
```
56
Properties=species:S:1:pos:R:3:forces:R:3:lowdin_charge:R:1
C 6.7489 -1.8147 0.9279 -0.8 0.5 0.3 0.02
C 6.5371 -0.9853 -0.3204 -1.5 -0.8 2.3 -0.58
O 7.4069 -0.8423 -1.0658 3.1 0.6 -3.2 0.17
O 5.3136 -0.4577 -0.5955 -0.5 0.3 0.7 -0.04
C 4.8953 0.5819 0.3416 -0.4 -0.9 -0.5 -0.15
C 3.4249 0.3490 0.6235 0.2 0.9 0.2 -0.17
C 2.6428 1.6098 1.0251 -0.4 -0.5 -0.5 -0.18
C 1.1572 1.3462 0.6872 0.7 0.0 0.9 -0.22
C 0.1661 2.0754 1.5838 -0.2 0.1 -0.1 -0.21
C -1.1453 1.3069 1.7235 0.3 -0.7 0.0 -0.20
C -1.7866 0.9628 0.3640 -0.5 1.2 0.4 -0.18
C -3.2548 1.4357 0.2457 0.5 -0.3 -0.4 -0.11
C -4.2516 0.3394 0.5704 -0.1 0.3 0.0 -0.34
C -5.2726 0.0866 -0.5246 -0.1 -0.4 0.0 -0.03
N -5.8353 -1.2953 -0.2460 -0.1 0.5 0.3 0.07
C -6.3184 -1.4236 1.1738 0.2 -0.2 0.8 -0.07
C -5.4272 -0.7188 2.2112 -0.4 0.5 0.1 -0.16
O -4.9856 0.5519 1.7685 0.3 -0.6 -0.1 -0.06
H 6.0133 -2.6128 0.9629 -0.1 -0.1 0.2 0.09
H 7.7507 -2.2055 0.9371 0.3 -0.2 -0.2 0.08
H 6.6453 -1.1905 1.8161 -0.2 -0.1 0.1 0.08
H 5.0479 1.5240 -0.1772 0.1 0.2 0.1 0.13
H 5.5143 0.5088 1.2306 0.0 0.3 0.1 0.12
H 3.2950 -0.4076 1.3954 0.0 -0.2 -0.1 0.13
H 2.9853 0.0031 -0.3056 0.0 -0.3 -0.1 0.09
H 2.9891 2.4565 0.4357 0.2 0.2 0.1 0.11
H 2.7558 1.8255 2.0830 0.1 0.1 0.1 0.11
H 1.0158 1.5529 -0.3674 -0.2 -0.1 -0.1 0.10
H 1.0170 0.2764 0.8499 -0.2 -0.1 -0.2 0.11
H 0.5969 2.1955 2.5760 0.1 0.0 0.1 0.11
H -0.0376 3.0838 1.2184 0.0 0.1 -0.1 0.12
H -1.8165 1.8516 2.3841 -0.2 0.1 -0.1 0.11
H -0.9006 0.3752 2.2384 -0.1 -0.1 0.2 0.11
H -1.7116 -0.0821 0.0959 0.2 -0.2 0.0 0.09
H -1.2455 1.5262 -0.3902 0.2 -0.2 -0.2 0.10
H -3.3906 2.3172 0.8596 -0.4 0.1 0.2 0.13
H -3.3941 1.7370 -0.7916 -0.2 0.1 -0.1 0.11
H -3.6895 -0.5985 0.7026 0.2 0.0 -0.1 0.15
H -6.1212 0.7627 -0.4856 0.1 0.3 0.1 0.15
H -4.8470 0.0765 -1.5231 0.1 -0.1 -0.1 0.14
H -6.6274 -1.4825 -0.8604 0.2 -0.3 -0.2 0.18
H -5.0728 -1.9533 -0.4151 -0.3 -0.2 -0.1 0.19
H -7.3200 -1.0241 1.2711 -0.1 0.2 -0.5 0.14
H -6.3761 -2.4812 1.4088 0.0 -0.2 -0.1 0.14
H -6.0596 -0.5165 3.0684 -0.1 -0.2 0.2 0.14
H -4.5956 -1.3406 2.5453 0.2 0.0 -0.2 0.14
C 2.6256 -0.4553 -3.3103 0.3 0.3 0.0 -0.03
C 1.7809 -1.3485 -4.1826 0.3 -0.4 0.0 -0.31
O 0.8189 -1.8525 -3.2650 -0.2 0.5 0.0 0.14
C 0.6637 -0.9075 -2.2984 0.0 -0.1 0.2 -0.53
O -0.2370 -0.8838 -1.5198 0.2 -0.1 -0.2 0.15
O 1.6674 -0.0004 -2.3425 -0.3 -0.2 -0.2 0.05
F 2.4936 -2.3794 -4.6844 -0.1 0.0 0.0 0.09
H 3.4215 -1.0041 -2.8036 -0.1 -0.1 -0.1 0.14
H 3.0612 0.3798 -3.8527 -0.2 0.1 0.1 0.15
H 1.2683 -0.8339 -4.9974 0.0 -0.1 -0.1 0.18
```
Forces are in eV/Å.

Results
**Energy above the lowest of the compared OMol25 structures with the same formula, charge and spin**: 6.9 kcal per mole
**Net charge**: +1
**E_HOMO**: -0.427 Ha
**Gap between HOMO and LUMO**: 0.3104 Ha
**Lowest unoccupied orbital energy**: -3.184 eV


No. 5
Density functional theory data (wB97M-V/def2-TZVPD) for C7H11BiO7P as an isolated structure at a distorted geometry.

Structure (XYZ):
```
27
Properties=species:S:1:pos:R:3:forces:R:3:lowdin_charge:R:1
Bi -0.0090 -0.1980 -1.7848 0.3 1.1 6.0 1.37
C 0.0231 1.8253 -2.4243 0.3 12.0 -4.8 -0.10
O 0.0244 2.9173 -2.8115 0.0 -5.4 2.1 0.32
C -0.0010 -0.8385 -3.8481 0.2 -2.2 -8.8 -0.05
O 0.0003 -1.0731 -4.9581 -0.1 0.6 3.3 0.36
C -2.1359 -0.2006 -1.7453 -10.9 -0.1 -0.4 -0.15
O -3.2677 -0.1143 -1.8273 3.3 -0.2 0.3 0.32
C 2.1318 -0.2126 -1.7674 10.3 0.1 -0.8 -0.14
O 3.2624 -0.1478 -1.8223 -3.0 -0.1 0.4 0.33
H 0.0057 -1.8423 -0.7815 -0.2 -3.6 -1.8 0.08
H -0.0075 -2.1034 -1.6710 0.0 -2.3 3.5 0.11
C 1.2568 -1.9702 1.3715 0.6 -1.0 0.1 -0.10
O 1.5577 -0.5956 0.9762 -1.8 0.9 -1.1 -0.32
P 0.1375 0.2513 0.9505 1.8 1.3 3.5 0.74
O -0.0867 0.5817 2.5157 0.2 -0.3 -3.0 -0.23
C -0.8457 -0.3934 3.2456 -1.2 -0.7 1.4 -0.08
O 0.5995 1.7318 0.3623 -0.4 -1.8 -0.6 -0.35
C -0.5510 2.6310 0.3263 -0.4 1.0 0.6 -0.09
H 1.9448 -2.5851 0.7750 -0.2 0.0 0.5 0.11
H 0.2120 -2.2881 1.1304 0.5 0.3 0.2 0.08
H 1.4263 -2.1116 2.4568 0.0 0.2 -0.7 0.13
H -1.4844 -1.0113 2.5859 0.2 0.3 0.2 0.09
H -0.2037 -1.0644 3.8503 -0.2 0.6 -0.4 0.12
H -1.4853 0.2187 3.8930 0.1 -0.6 0.0 0.12
H -1.5003 2.1393 -0.0210 0.6 0.1 0.3 0.09
H -0.6761 2.9717 1.3705 -0.3 0.1 -0.7 0.13
H -0.3281 3.4822 -0.3473 0.1 -0.5 0.6 0.11
```
Forces are in eV/Å.

Results
**Energy above the lowest of the compared OMol25 structures with the same formula, charge and spin**: 0.0 kcal per mole
**Net charge**: +3
**E_HOMO (alpha / beta)**: -0.763 / -0.763 Ha
**Gap between HOMO and LUMO (alpha / beta)**: 0.2426 / 0.2426 Ha
**Lowest unoccupied orbital energy (alpha / beta)**: -14.157 / -14.157 eV